# 1
This record from the OMol25 dataset describes a structure of composition C37H57N4O2P2PbSeTe. The level of theory is ωB97M-V/def2-TZVPD.

XYZ file:
```
105
C37H57N4O2P2PbSeTe | the OMol25 dataset | ωB97M-V/def2-TZVPD
N -0.73394 -0.35449 3.45571
C -0.06569 1.30283 -5.91608
H 0.43117 -2.46148 -4.03155
H 6.26904 2.61363 2.94753
C -1.46555 4.69504 3.44358
H -1.42322 4.08138 -1.51592
C 3.29179 1.23925 2.09482
H -3.96350 4.16876 3.06536
C -0.84325 0.35680 -3.82273
H -0.34159 3.41789 -6.15816
H -2.87929 3.68936 -0.59758
H 1.61040 -6.75521 -1.37073
H 0.60653 0.14089 -1.18309
C 5.21121 2.54653 2.72373
H -3.43680 -4.01546 1.81487
C -3.33009 -2.94027 2.01011
H 3.83038 -2.22806 1.54393
H 4.86175 4.64804 2.99454
Se 0.88043 -2.90039 1.79623
H -3.67937 -1.37616 4.72758
H 4.76615 -6.72851 -2.15176
H -3.83474 0.25786 -2.62365
C 3.06695 3.60733 2.45587
C 0.03380 -5.69461 0.50082
C 1.05092 2.24277 1.77598
O -3.71526 1.41035 1.28704
C 0.60048 -0.82412 -1.69801
H -0.18687 -6.64732 0.01535
H -1.57418 -2.56835 0.99393
C 2.98657 1.46800 -1.80083
C 4.42031 3.68959 2.74884
H -4.37560 1.19790 -1.22026
H 2.97282 -1.32600 0.32823
H 0.69410 -1.60382 -0.93678
H -1.30019 -2.59463 -4.44175
H -4.31739 1.96198 -2.83653
C 3.96300 -6.12776 -2.58823
H -3.00262 3.99352 -2.34877
C 2.49971 2.38307 2.12381
Te 1.61240 3.05552 -1.52630
C 3.05085 -3.43589 -0.04365
H -2.92014 -2.29602 0.07305
H -0.97107 5.37544 2.74708
H -1.88191 0.17442 5.10156
H 2.43827 4.48843 2.46867
H 2.71209 0.89176 -2.68187
C -1.10795 2.71481 -4.28015
C 1.83153 -3.90879 0.48097
H 1.97568 3.32211 -4.20402
H -4.33772 -2.51118 2.01149
H -5.97206 3.50505 1.48718
P -0.98472 -1.02652 -2.59645
H 5.25179 0.42443 2.38555
C -2.66573 -2.72848 3.36427
H 3.98676 1.88309 -1.90738
H 3.29687 4.16570 -3.34784
H 3.29744 -6.80910 -3.12058
C -5.66349 2.57426 1.96686
C -0.58246 -2.49471 -3.62632
H -1.41965 3.70348 -3.96829
C -0.49157 2.55847 -5.51569
H -0.66364 -3.37615 -2.98943
H -1.59250 -2.88784 3.21750
N -2.53616 -2.22396 1.00763
C 2.02180 -5.81903 -1.00162
H -2.28564 5.21680 3.93376
H 4.60216 -1.94999 -0.03971
N 0.21493 2.91251 2.51139
H -6.12045 1.73489 1.44663
H -2.98978 -3.49976 4.06906
C -3.83378 1.24739 -2.16729
H 0.41432 1.16951 -6.87807
O 0.78191 1.44777 0.79852
H 1.45280 -0.87256 -2.37930
C -3.39954 3.38430 2.57757
H 2.83855 0.28961 1.83146
C 3.21574 -5.35261 -1.53233
C 3.71161 -4.15502 -1.03462
H 0.07669 -5.83773 1.58255
H -0.71073 4.40027 4.16967
H -1.19116 -1.44588 5.22915
C -0.23216 0.21496 -5.06485
C -4.15139 2.42172 1.92821
H -0.79462 -5.00235 0.32750
P -2.10630 1.76304 -1.79651
C -2.91392 -1.33121 3.94755
C -1.97952 3.49017 2.69718
C 1.32534 -5.12522 -0.01390
H -0.30358 -1.16258 3.00263
C -2.38090 3.56163 -1.56152
C -1.31927 1.62446 -3.44554
C -1.64966 -0.72972 4.53451
H 2.93718 0.84450 -0.91372
H -6.02328 2.59519 2.99698
H 4.64882 -3.76679 -1.42616
H 0.00243 0.24458 3.81276
N -1.12467 2.63569 2.20232
C 2.22532 3.97102 -3.36504
H 4.41962 -5.45994 -3.32121
H 1.69501 4.91681 -3.47840
H 0.13996 -0.75338 -5.37362
C 4.64334 1.32067 2.40104
Pb -1.46280 0.57404 1.04708
H -3.29383 -0.65902 3.16988
C 3.65813 -2.16319 0.46672
```

Its orbital gap is 6.03 eV. For the maximum force, the calculation gives 0.4 eV/A. The value obtained for the HOMO energy is -3.90 eV. The total charge is -1. As for the total energy: -145817.824 eV.

=====

# 2
This record from the OMol25 dataset describes a cluster of 9 separate species, C37H58BFO28P in total. The level of theory is ωB97M-V/def2-TZVPD.

XYZ file:
```
126
C37H58BFO28P | the OMol25 dataset | ωB97M-V/def2-TZVPD
C 1.93776 3.39380 -1.65349
C 0.18027 0.88728 10.42120
H 5.47536 -0.06409 -0.12158
H 3.90104 1.17260 2.10424
H 0.74320 -5.12633 -0.91940
H -7.31007 -0.48387 4.23466
H -2.14396 -3.60187 1.08482
H 2.80102 -2.02034 -5.07359
H -4.34499 -0.98639 3.68943
C -9.59785 1.94094 1.18871
P 4.10298 1.62247 -1.08067
C -5.24749 -0.38192 3.57152
H -4.49268 -3.64849 0.52718
H 4.29018 -3.90900 -4.87282
O 1.91463 -1.81474 -8.35508
C -1.09161 -1.09421 3.40777
H 3.62554 3.67332 1.19834
C 4.28165 -3.41546 -5.84751
H 1.80592 4.36832 1.08312
C -0.52518 0.05874 9.37158
H -10.53670 1.94292 3.15722
C 3.62645 4.30970 -3.32925
B 2.62632 3.64300 0.51063
C 6.02761 1.13868 -3.03966
H -0.87270 0.56276 -9.54505
C 0.16636 0.88569 -9.45489
C -2.43261 -2.06746 -1.23685
H 0.58134 -0.97651 -1.84109
H -4.18024 -4.25451 -1.11087
C 0.53394 1.27068 -8.03920
H 6.68921 0.84911 -2.22580
C -2.37846 -3.90725 0.06337
H 0.94554 0.34522 0.80494
O -0.00499 -7.45205 0.47696
O 0.14765 -8.92256 -1.22686
O -4.99311 2.14685 5.83182
H -0.01438 3.26217 -0.65910
C -3.80883 -3.60219 -0.31706
H 2.37950 -5.43588 -0.31348
O -2.06140 -1.12218 -1.85016
H 3.84436 -0.40611 0.37577
C -9.55839 1.83435 2.69609
H 2.35921 2.70925 -3.72453
H 0.28085 6.48125 0.41893
O 1.99890 2.27297 0.32070
H -0.76262 1.67361 3.21352
H 4.54539 -0.27329 -2.56966
C 2.25558 1.97036 -1.03469
C 1.34922 -0.77776 -8.50319
C 0.46810 3.87130 -1.41928
H 3.20071 -1.77833 -6.77999
H 0.19760 -5.58779 1.38402
O 2.34121 0.98619 7.80175
O -1.59725 -0.64302 4.57959
H -1.28874 5.93070 -0.13661
H -1.36885 1.21343 5.50814
C 1.44365 0.80362 8.55297
O -1.63331 -3.09224 -0.84357
C -0.24259 5.62675 0.00277
H 3.93391 1.09803 -3.49280
H -0.07124 3.66408 -2.35082
H 0.27043 1.34806 -1.76682
C 2.30415 3.61767 -3.13109
H 1.10401 -1.38491 0.72238
C 4.84800 1.03353 1.59129
O -3.71300 -2.26891 -0.82240
H 6.34257 0.56538 -3.90307
C 1.38327 -5.85639 -0.42019
H -0.23702 1.89207 10.51104
C 4.55719 0.40521 0.22861
O 6.89387 -1.23941 -5.83027
H 3.88609 5.17960 -2.71924
H -0.35979 -0.56885 0.11672
C -0.15300 0.92654 3.72371
H -6.28190 -1.77458 4.87507
O 0.95515 0.02116 -7.48639
O 1.50675 0.98404 9.89904
O 4.66858 -1.18492 -5.46372
H -0.21975 4.85180 0.76036
C 5.83129 -1.77217 -5.82847
C 0.48748 -7.91107 -0.70465
H 0.85269 1.31895 3.84825
O 2.78503 4.21534 -0.87640
C -0.77105 0.44913 5.01695
C 0.71797 -0.52146 0.19753
O -7.65967 -0.80359 1.69512
C 0.80162 -6.34342 0.88672
C 4.58626 0.81115 -2.67359
H 0.35591 1.67814 -10.17448
O -0.14097 -0.27224 2.93523
H 1.57033 4.25422 -3.62483
O 4.39475 3.92144 -4.15624
H -2.12417 -4.95905 -0.06230
O -4.93724 0.98035 3.90181
O 1.41628 -7.05827 -1.20223
H -0.03337 0.06751 5.72131
H 1.63639 0.92209 -2.76235
C -5.27323 1.17799 5.20031
H 3.85097 -4.09057 -6.58374
O 0.36624 5.25355 -1.20094
H -1.57547 0.31777 9.26061
H 1.56660 -6.70028 1.57885
O -8.54592 1.05790 0.79066
C 3.59799 -2.07178 -5.81311
H -0.30175 1.67844 -7.47656
O 5.62402 -3.06719 -6.19948
C -6.30841 -0.72851 4.57922
O 1.02012 -0.23678 -9.70176
O -9.04862 0.51100 2.89452
C 1.30130 0.99631 -1.73153
C -8.35137 0.16066 1.78343
O -1.44633 -2.09962 2.86673
H 0.18655 0.41626 11.40122
H -10.53801 1.58017 0.76726
C 1.26001 -0.41795 -1.20034
O -5.97822 0.12351 5.68613
H 6.15895 2.19960 -3.20171
H -9.41067 2.94901 0.82820
O 0.20269 0.38093 8.18456
H 1.36764 1.97320 -7.99636
H -8.86901 2.54846 3.14973
F 2.47880 -1.07138 -1.33850
H -5.59742 -0.46492 2.54968
H 5.41743 0.34515 2.20943
H -0.44040 -1.01387 9.55656
H 5.31839 2.00450 1.52138
```

Its orbital gap is 5.24 eV. For the maximum force, the calculation gives 1.9 eV/A. The value obtained for the HOMO energy is -3.78 eV. The total charge is -1. As for the total energy: -109323.717 eV.

=====

# 3
This record from the OMol25 dataset describes a structure of composition C37H58N3P2SSn. The level of theory is ωB97M-V/def2-TZVPD.

XYZ file:
```
102
C37H58N3P2SSn | the OMol25 dataset | ωB97M-V/def2-TZVPD
H 0.69127 4.06489 -2.91863
H -0.90057 0.95954 6.25152
H 1.14841 2.67400 -3.90467
C -1.93411 -0.08471 4.65689
H -1.22889 0.17683 -2.57766
C -3.44230 -3.49863 -0.51961
H 3.01218 2.92140 0.63332
H -0.70497 -1.09599 3.21065
C -5.15761 1.63165 -0.00288
H -3.42492 -3.88873 -1.53785
C 2.36418 1.25668 -1.76566
H -0.44624 1.50322 4.63780
H 0.97770 -2.50358 -5.87801
H -4.98180 3.67316 -1.66907
H 1.98826 1.87961 1.62140
Sn 0.92902 -0.61083 0.37959
H -2.71920 -1.87644 0.65699
C -0.52701 -5.21544 -0.62610
C -2.21463 -1.36317 5.45560
C 4.82381 0.48693 -2.78683
H -6.08571 1.85594 -0.51033
H 0.17539 -5.18577 -1.46025
H 1.43766 -4.95005 1.11914
H 5.37899 3.29953 -3.97217
C 1.36944 -1.82951 -3.90490
H 5.57952 3.71892 -2.27437
H 2.01047 3.61588 1.91075
C 5.58610 2.88948 -2.98155
C 0.63390 -2.51094 -4.84911
P 0.75460 1.66605 -1.02801
H -1.18525 2.65129 -1.90565
H -1.62088 1.27787 -3.90370
H -2.33977 -1.13594 6.51598
H -0.02420 0.54148 -3.80107
C -1.64404 -0.53338 3.21341
H -2.30260 -4.22841 -5.22266
C -1.30704 -3.96329 -5.57838
H -1.84104 -3.70265 -2.92854
P -0.77767 -2.40760 -0.52531
C 0.31752 3.15903 -3.38961
H -3.51737 4.32494 -0.90317
H 2.25954 -1.30003 -4.21368
C -4.00050 2.33878 -0.29757
H 1.80300 4.70830 -1.00932
C -0.93581 -3.17568 -3.20963
H 0.92173 5.20410 0.42707
H 0.03082 4.72355 -1.00956
H -3.12433 -4.28811 0.15973
H -2.96941 -1.36867 -2.34189
C -0.53865 -3.20428 -4.53068
N 1.66367 -1.07650 -1.59204
H -3.33980 1.09751 5.77811
H -5.99594 -1.28211 1.24492
S -1.34364 0.80676 2.02653
H 1.30477 -3.25314 1.56065
H -4.48130 -3.26083 -0.28198
H -3.13168 -1.84123 5.10551
C 0.89172 3.08264 0.15020
C 0.97145 -1.78887 -2.55342
H -1.53233 -5.27912 -1.03691
H -0.79521 -4.88828 -5.85095
C 3.88197 -0.47465 -2.46589
C -3.12753 -1.12013 -1.29117
C -3.14933 0.83572 4.73543
H 3.12267 3.26067 -1.93295
N -2.84915 2.06481 0.32147
H -0.41193 3.45203 -4.14807
H -6.53720 -0.02993 2.35266
C 4.56666 1.84632 -2.61093
C -0.21336 -2.48936 -2.22330
C 1.14319 -3.96594 0.75109
C -6.26102 -0.22530 1.31537
H -3.38252 3.12275 -2.18130
H -2.64261 -0.16470 -1.08842
C -5.08580 0.61921 0.94291
H -4.04081 0.35046 4.33117
H -1.39622 -2.08043 5.36204
H -0.04968 2.97650 0.70272
H 5.78841 0.17587 -3.17158
H -1.42114 -3.37401 -6.48896
N -3.93002 0.34990 1.56534
C 3.33260 2.20850 -2.08981
H -0.33788 -6.12867 -0.05900
C -2.89592 1.09165 1.22624
H 1.81119 -3.71141 -0.07688
H -2.45883 -1.16399 2.84486
C -0.34359 2.17777 -2.41912
C -2.61001 -2.22463 -0.37487
H 6.59055 2.46893 -3.00214
C 2.04384 2.85282 1.13129
H -7.12083 -0.02466 0.67964
C -0.70619 0.62431 5.23158
H -2.98014 1.76529 4.18761
C -3.97971 3.43098 -1.32165
C 2.63221 -0.11078 -1.96852
C -0.31484 -4.00598 0.28583
H -4.20064 -0.99144 -1.13246
H 4.10727 -1.52673 -2.59136
H 0.15981 -0.04239 5.25514
C -0.83592 0.96777 -3.21011
H -0.96810 -4.08011 1.16161
C 0.91440 4.50431 -0.41074
```

Its orbital gap is 7.82 eV. For the maximum force, the calculation gives 0.2 eV/A. The value obtained for the HOMO energy is -9.76 eV. The total charge is +1. As for the total energy: -79022.975 eV.

=====

# 4
This record from the OMol25 dataset describes a cluster of 10 separate species, C37H58N9O15 in total. The level of theory is ωB97M-V/def2-TZVPD.

XYZ file:
```
119
C37H58N9O15 | the OMol25 dataset | ωB97M-V/def2-TZVPD
O 5.65418 -5.71149 1.15049
C -1.14001 -2.42459 2.27057
H 2.50214 1.44941 -5.71009
H 1.30721 0.74896 1.87105
C 2.80022 2.25168 -5.10753
H 0.33292 0.64279 5.87251
O 2.77724 -6.21671 -1.93364
H -3.64266 4.61904 0.36331
C 1.04736 4.37364 0.36559
C -5.71345 3.23123 -0.46798
H 1.59541 -7.60639 -0.88150
O 0.73638 1.11821 -1.18630
C -0.09240 -6.05569 0.36988
C 2.49378 5.41126 2.09066
H -0.16556 -0.24823 -3.60419
C 3.70783 4.68300 -3.56653
H -0.60162 -1.69061 2.57270
C 4.15683 4.56893 -5.08399
H -2.65386 -5.18115 3.55072
H -5.83955 3.54525 0.40380
H 4.85685 -3.42094 1.73090
H 1.75330 -3.59066 -0.14919
C 4.76143 -3.49189 -1.78377
H -0.22498 -2.67102 5.00516
C -3.97529 -0.43460 4.99401
N 0.92887 -5.60988 -0.56076
H 1.54496 2.79707 4.06758
O 2.86637 2.51489 -7.94584
H -4.34271 1.92134 1.80492
H -1.74301 0.04260 4.55467
H 2.88157 0.51767 2.68687
H -6.63055 2.38866 -0.52137
H -3.58881 -0.57961 -5.95479
H 3.87288 -0.95170 1.29649
H -0.77466 -6.99497 0.26729
H 1.43169 -4.08946 -1.61990
H 0.83946 3.55796 -0.23083
N -4.31632 2.73765 -0.55740
H 5.06791 -4.20588 -2.53499
H 2.81888 -0.67868 -0.85586
C 4.67898 -3.02885 0.81870
H 4.19062 5.46750 -2.99171
H 4.05622 3.17262 1.78737
H -2.14783 1.36852 2.70269
H 3.05964 -2.25303 -2.86702
H 0.05210 2.54013 2.97244
N 2.26111 4.47939 1.05600
C -1.11528 -3.41103 4.63834
C 2.59075 2.42257 -3.58719
H 1.76001 5.49291 3.08809
H 2.22289 6.47423 1.70653
C 3.72371 -2.39923 -2.04815
C -3.19513 -0.84849 -5.08280
O 1.35001 -1.06745 5.05542
H 4.58820 5.32829 -5.64764
C -4.30918 1.25328 2.50198
H -1.73655 -0.05075 -3.00824
H -3.22521 -1.97045 -4.88571
H -3.75488 -1.03641 5.78200
O 0.44557 -0.94203 -0.31021
H -0.52681 -5.23549 0.65256
O 0.08107 0.24630 -6.04427
C 0.14455 0.27975 -0.44697
H 2.02591 1.63034 -3.14407
O -0.77682 0.80966 0.37598
C 2.91912 3.74382 -2.99138
H 2.99022 2.65196 0.49455
C -1.06906 0.04714 -6.08950
N -6.85601 0.80158 2.48542
N 5.66424 -5.27984 -0.06721
C 1.79574 0.37643 2.74319
C 5.09572 -3.95277 -0.38660
H -2.91690 1.52415 -1.50679
H 0.05027 -3.72274 -0.67719
C -2.79523 -4.18726 2.92389
C -5.34710 -0.39669 4.31757
C 1.88430 -6.54685 -1.04766
N -1.65195 -3.39647 3.34658
N -1.81833 -0.44237 -5.01197
C -2.95054 0.98250 3.07054
H -2.55752 3.88044 -0.84094
H -0.11095 2.70355 4.76348
O -7.72167 -0.03165 2.64160
C 3.36136 3.54023 0.89358
O 6.03060 -5.95209 -1.01640
H 3.82829 4.02821 0.26791
O -7.10159 1.92479 2.06951
H 1.64858 -0.71461 2.63776
H -3.93426 -3.73428 3.27897
H -2.97674 2.97190 0.88561
N 1.11147 0.86056 3.92619
H -2.63746 -4.30795 1.95647
C 3.34809 3.54360 -5.86402
C -5.53346 0.56616 3.09135
O 0.09057 5.24440 0.45527
C 0.96207 0.12640 5.05044
C -3.91725 1.75384 -1.41496
C 4.00097 -1.67901 0.46859
O 3.80884 4.45882 -8.00691
H -5.79490 3.92149 -1.32335
C -1.16994 -0.69168 -3.71041
H -1.69117 0.03374 -6.96132
H 0.68260 -6.43633 0.96961
H 3.53316 5.51341 2.49707
N 3.30079 3.48251 -7.44597
H -2.09909 -2.13612 1.74735
C 0.57478 2.21959 3.88877
H -6.29253 -1.17636 4.53334
H -3.85535 -0.54656 -4.19813
O -4.80770 1.15333 -2.08810
H -0.89667 0.10488 0.87691
C -2.76800 0.23782 4.15586
C 3.47151 -1.44589 -0.83551
C 1.03175 -4.12534 -0.77157
H 2.90755 3.80201 -1.81555
H -0.99411 -1.76765 -3.58983
O -1.71341 -4.07236 5.42255
H -0.53487 -3.00317 1.62840
C -3.31276 3.55739 0.06610
```

Its orbital gap is 7.29 eV. For the maximum force, the calculation gives 9.7 eV/A. The value obtained for the HOMO energy is -6.67 eV. The total charge is -1. As for the total energy: -83407.391 eV.